(1)
Molecular formula: C2H3GaO2
Method: DFT, ωB97M-V/def2-TZVPD

Last column: Mulliken charge in e.
Geometry (Å):
H -0.07717 1.39423 1.17055  0.373
C 0.55901 -0.82061 -0.00955  0.436
O 1.12997 -0.82173 -1.09852  0.009
O -0.64321 -0.34677 0.09125  -0.140
C -0.90685 0.79871 0.79495  0.256
H -1.95546 1.07311 0.79181  0.355
H 1.10303 -0.96124 0.94987  0.510
Ga 0.79070 -0.31570 -2.69036  1.200

⟨S²⟩: 0.751
2S+1: 2
E_HOMO (spin up / spin down) in eV: -27.43 / -30.54
Lowest unoccupied orbital energy (spin up / spin down) in Ha: -0.6725 / -0.7219
Maximum force in eV/A: 5.7
Charge: +3
Frontier orbital gap (spin up / spin down) in eV: 9.133 / 10.893
Relative energy (zero: lowest compared OMol25 entry of this formula, charge and spin) in kJ/mol: 0.00

---

(2)
Molecular formula: C26H30FN5O4S
Method: DFT, ωB97M-V/def2-TZVPD

Last column: Mulliken charge in e.
Geometry (Å):
O -2.26314 1.77026 -0.52271  -0.620
O 3.78880 -1.02469 5.54951  -0.639
O 2.68013 0.35392 0.90544  -0.691
F -3.27993 2.16096 4.39613  -0.337
N -2.64648 -0.15831 -2.51781  -0.652
N 1.31241 -0.28290 -6.66713  -0.278
O -1.89741 -0.05302 -5.34421  -0.345
S -0.93875 0.66767 -7.83342  -0.253
C -2.88228 0.74409 -0.25866  0.252
C 3.68220 0.18517 5.40559  0.794
C 2.35622 0.87090 1.96524  -0.051
C -2.67941 -1.23181 -3.26872  -0.208
C -1.52792 -0.43832 -6.60327  0.134
C -1.68671 -1.78738 -6.76032  -0.185
C -2.16587 -2.28697 -5.49609  -0.549
C -2.26148 -1.19498 -4.67041  0.397
C 2.64356 -0.37235 -6.52948  -0.315
C 0.80380 0.52406 -7.61456  0.459
C 3.52586 0.33075 -7.35372  -0.348
C 1.63555 1.25469 -8.46990  -0.525
C 3.02017 1.16206 -8.34922  -0.352
C -4.92765 -0.60099 2.65606  -0.777
C -4.55452 0.28248 3.67226  -0.347
C -4.38734 -0.45979 1.37400  -0.420
C -3.10230 1.44182 2.13420  -0.408
C -3.64189 1.30614 3.41370  0.192
C -3.45917 0.56493 1.09103  0.638
N -3.04845 -0.25417 -1.21231  0.332
N 1.97891 2.15658 1.95399  -0.077
N 3.03568 0.75729 4.39044  0.069
C 4.30271 1.12326 6.41352  -1.245
C 1.50120 3.00536 3.04655  -1.009
C 1.05003 -2.49294 2.05795  -1.793
C -1.05945 -1.75176 3.11398  -1.532
C 0.28885 -1.27017 2.57520  1.308
C 1.05652 -0.52605 3.68663  -0.999
C 2.43445 0.03301 3.26299  0.349
H -3.00507 -2.17779 -2.84821  0.353
H -1.46274 -2.35421 -7.65780  0.475
H -2.38152 -3.31984 -5.24113  0.389
H 3.04836 -1.01881 -5.75692  0.343
H 4.59544 0.22468 -7.20773  0.350
H 1.18914 1.89171 -9.22557  0.305
H 3.68121 1.72315 -9.00537  0.379
H -5.64195 -1.39296 2.86444  0.405
H -4.97142 0.18384 4.66993  0.426
H -4.72098 -1.15054 0.60644  0.325
H -2.39496 2.24651 1.95010  0.517
H -3.46789 -1.11611 -0.88295  0.241
H 1.97672 2.55984 1.02756  0.292
H 3.02784 1.76161 4.35140  0.057
H 5.08741 1.70150 5.92940  0.322
H 3.53825 1.78697 6.81238  0.328
H 4.73209 0.53282 7.22190  0.332
H 2.34719 3.44804 3.57430  0.318
H 0.88597 2.43713 3.74443  0.330
H 0.89143 3.81143 2.63375  0.315
H 1.97164 -2.17907 1.56827  0.374
H 0.44348 -3.02221 1.32398  0.480
H 1.29256 -3.16271 2.88342  0.329
H -1.62583 -2.22608 2.31355  0.424
H -0.90599 -2.46732 3.92228  0.422
H -1.62915 -0.90310 3.49036  0.198
H 0.09383 -0.59143 1.74532  0.204
H 1.20390 -1.21260 4.52205  0.530
H 0.43281 0.29388 4.04048  -0.195
H 3.08135 -0.81711 3.03744  0.462

E_HOMO in eV: -8.28
Lowest unoccupied orbital energy in Ha: -0.0082
Maximum force in eV/A: 3.1
SMILES string: O=C(N/N=C/c1ccc(Sc2ccccn2)o1)c1cccc(F)c1.CNC(=O)[C@H](CC(C)C)NC(C)=O
Charge: 0
Frontier orbital gap in eV: 8.054

---

(3)
Molecular formula: C41H49BrN6O4PtSTe
Method: DFT, ωB97M-V/def2-TZVPD

Last column: Mulliken charge in e.
Geometry (Å):
Pt -1.00449 0.18871 0.89121  1.501
N -2.60808 2.05799 1.37208  -0.634
C -3.93217 1.58630 0.94937  0.558
C -5.07644 2.09501 1.83795  -1.312
C -4.97350 1.81916 3.35413  -0.007
C -5.90748 0.71691 3.85347  -1.446
N -5.57844 -0.58561 3.28573  -0.175
C -4.47723 -1.26098 3.62459  0.673
N -3.87781 -1.06309 4.80336  -0.261
N -3.97964 -2.14989 2.77285  -0.270
C -3.95430 0.05444 0.66128  -0.021
O -5.02932 -0.55095 0.69386  -0.953
O -2.86724 -0.52103 0.32204  -0.240
H -2.57944 2.32146 2.34979  0.261
H -2.29376 2.85532 0.83098  0.248
H -4.11771 2.01228 -0.04061  0.067
H -6.00955 1.68568 1.44728  0.469
H -5.13032 3.17522 1.68406  0.516
H -5.22482 2.72804 3.90503  0.412
H -3.94910 1.56662 3.64949  0.030
H -6.93565 0.93109 3.55896  0.449
H -5.91601 0.66793 4.94426  0.360
H -5.81607 -0.67476 2.28920  0.468
H -4.32424 -0.52956 5.52589  0.225
H -2.99149 -1.50741 5.00558  0.146
H -4.25574 -2.07405 1.79729  0.331
H -3.10056 -2.61237 2.98324  0.143
Br -0.97810 -5.02498 3.52597  -0.178
C -0.82130 -3.13954 3.60023  -0.066
C -0.68899 -2.45884 4.84863  0.138
C -0.58315 -1.11725 4.86190  -2.062
C -0.46202 -0.33554 3.59542  0.817
N -0.86892 -1.06434 2.42912  -0.183
C -0.89945 -2.40196 2.45549  -0.980
H -0.70200 -3.02251 5.77231  0.431
H -0.49093 -0.57026 5.78911  0.583
H -1.02113 0.60944 3.64303  0.213
H -1.08454 -2.89744 1.51451  0.547
C -1.79512 -3.06426 -1.61600  -0.959
S -0.21545 -2.59670 -0.91441  0.276
O 0.17024 -1.36023 -1.70944  -0.162
C 0.78530 -3.90020 -1.61276  0.519
C 0.73756 -5.16114 -1.03331  -0.555
C 1.52165 -6.17338 -1.56177  -0.725
C 2.35186 -5.91418 -2.64526  -0.514
C 2.40224 -4.64493 -3.20019  -0.719
C 1.61753 -3.62244 -2.68307  -0.527
H -1.69940 -3.00789 -2.69819  0.441
H -2.53125 -2.35861 -1.23438  0.005
H -2.03400 -4.07808 -1.30056  0.537
H 0.10719 -5.35254 -0.17322  0.443
H 1.49374 -7.16021 -1.12166  0.409
H 2.96749 -6.70470 -3.05118  0.392
H 3.05515 -4.44539 -4.03864  0.462
H 1.64450 -2.62423 -3.09809  0.367
C 4.78269 -0.01683 -6.83342  -1.595
C 4.05577 0.17985 -5.53518  0.666
C 2.66738 0.18473 -5.48227  -0.930
C 1.96848 0.37364 -4.29836  0.982
C 0.46777 0.40050 -4.36077  -1.298
C 2.69844 0.55723 -3.11378  0.363
Te 1.82355 0.67677 -1.18968  1.138
N 0.73978 0.94533 1.33514  -0.115
C 1.32396 0.84744 2.45147  0.786
O 0.93436 0.08018 3.51439  -0.449
C 2.59629 1.56912 2.76912  -0.158
C 3.28441 2.28310 1.79401  1.066
C 4.44761 2.96796 2.09737  -0.698
C 4.93961 2.96174 3.39581  -0.554
C 4.25731 2.26292 4.37853  -0.723
C 3.09636 1.56986 4.06910  -0.457
C 0.23989 1.97061 -1.64912  1.520
C -1.03970 1.43700 -1.72712  -0.535
C -2.10773 2.25600 -2.07252  -1.160
C -1.88248 3.60277 -2.31299  -1.102
C -0.59926 4.12242 -2.21729  -0.947
C 0.49148 3.32003 -1.89087  0.263
C 1.87253 3.90535 -1.81797  -1.291
C 4.10409 0.56250 -3.13903  0.707
C 4.98953 0.79881 -1.93964  -1.973
C 4.75353 0.37625 -4.35372  -0.785
H 4.11285 -0.37632 -7.61239  0.369
H 5.59647 -0.73280 -6.72086  0.388
H 5.22001 0.92268 -7.17473  0.327
H 2.10500 0.03612 -6.39584  0.372
H 0.12999 -0.00017 -5.31507  0.545
H 0.09442 1.42339 -4.28005  0.342
H 0.01454 -0.19175 -3.56700  -0.135
H 2.89336 2.31984 0.78427  -0.289
H 4.96930 3.51332 1.32233  0.426
H 5.84414 3.50018 3.63829  0.393
H 4.63081 2.25280 5.39322  0.411
H 2.57877 1.01399 4.83697  0.474
H -1.19218 0.36522 -1.62058  0.288
H -3.09531 1.83137 -2.18870  0.701
H -2.70253 4.25024 -2.59264  0.437
H -0.43269 5.17391 -2.41205  0.461
H 1.84385 4.98249 -1.96833  0.515
H 2.52118 3.47451 -2.58415  0.227
H 2.33031 3.71947 -0.84391  0.063
H 4.48670 0.73354 -0.97440  0.170
H 5.43608 1.79369 -1.99757  0.354
H 5.80434 0.07635 -1.92410  0.477
H 5.83682 0.38253 -4.36989  0.475

⟨S²⟩: 0.757
2S+1: 2
E_HOMO (spin up / spin down) in eV: -9.34 / -9.34
Lowest unoccupied orbital energy (spin up / spin down) in Ha: -0.0764 / -0.1522
Maximum force in eV/A: 0.5
Charge: +1
Frontier orbital gap (spin up / spin down) in eV: 7.264 / 5.197
Relative energy (zero: lowest compared OMol25 entry of this formula, charge and spin) in kJ/mol: 116.77

---

(4)
Molecular formula: C5H3F
Method: DFT, ωB97M-V/def2-TZVPD

Last column: Mulliken charge in e.
Geometry (Å):
C 0.56933 0.27455 -0.46840  -0.222
C 1.98332 -0.12174 -0.04560  0.145
C -0.64974 0.54420 -0.07226  0.370
C -1.95811 0.67293 0.05931  -0.797
C 1.07077 -1.02275 -0.03768  -0.110
F 3.27120 -0.08106 0.04240  -0.225
H -2.51044 1.06695 -0.71953  0.250
H -2.63577 0.70137 0.99248  0.214
H 0.85944 -2.03446 0.24928  0.376

E_HOMO in eV: -8.03
Lowest unoccupied orbital energy in Ha: 0.0288
Maximum force in eV/A: 2.4
SMILES string: C=C=C1C=C1F
Charge: 0
Frontier orbital gap in eV: 8.819
Relative energy (zero: lowest compared OMol25 entry of this formula, charge and spin) in kJ/mol: 284.79

---

(5)
Molecular formula: C4H10S3
Method: DFT, ωB97M-V/def2-TZVPD

Last column: Mulliken charge in e.
Geometry (Å):
C -0.96443 1.33099 1.29222  -0.797
C 0.66774 -1.70693 -1.67481  -0.849
C -1.56949 0.72123 0.10255  -0.240
C 0.84368 -1.58299 -0.20877  -0.130
S -1.33732 1.27151 -1.50074  -0.210
S 3.22407 -1.25202 1.76818  -0.263
S 1.78914 -0.34891 0.41639  -0.121
H -1.01255 2.42170 1.25817  0.337
H -1.46481 0.97901 2.19161  0.272
H 0.10554 1.06322 1.37813  0.107
H 0.75219 -2.74753 -1.99132  0.315
H 1.41594 -1.11205 -2.19445  0.324
H -0.31859 -1.34856 -1.99235  0.190
H -2.24276 -0.11350 0.17752  0.393
H 0.31338 -2.23283 0.46590  0.404
H -0.38584 2.16661 -1.22743  0.126
H 2.70870 -0.70269 2.86966  0.142

⟨S²⟩: 2.018
2S+1: 3
E_HOMO (spin up / spin down) in eV: -6.71 / -9.27
Lowest unoccupied orbital energy (spin up / spin down) in Ha: 0.0181 / -0.0284
Maximum force in eV/A: 1.1
Charge: 0
Frontier orbital gap (spin up / spin down) in eV: 7.201 / 8.495
Relative energy (zero: lowest compared OMol25 entry of this formula, charge and spin) in kJ/mol: 0.00

---

Repeat the fifth record exactly.
Molecular formula: C4H10S3
Method: DFT, ωB97M-V/def2-TZVPD

Last column: Mulliken charge in e.
Geometry (Å):
C -0.96443 1.33099 1.29222  -0.797
C 0.66774 -1.70693 -1.67481  -0.849
C -1.56949 0.72123 0.10255  -0.240
C 0.84368 -1.58299 -0.20877  -0.130
S -1.33732 1.27151 -1.50074  -0.210
S 3.22407 -1.25202 1.76818  -0.263
S 1.78914 -0.34891 0.41639  -0.121
H -1.01255 2.42170 1.25817  0.337
H -1.46481 0.97901 2.19161  0.272
H 0.10554 1.06322 1.37813  0.107
H 0.75219 -2.74753 -1.99132  0.315
H 1.41594 -1.11205 -2.19445  0.324
H -0.31859 -1.34856 -1.99235  0.190
H -2.24276 -0.11350 0.17752  0.393
H 0.31338 -2.23283 0.46590  0.404
H -0.38584 2.16661 -1.22743  0.126
H 2.70870 -0.70269 2.86966  0.142

⟨S²⟩: 2.018
2S+1: 3
E_HOMO (spin up / spin down) in eV: -6.71 / -9.27
Lowest unoccupied orbital energy (spin up / spin down) in Ha: 0.0181 / -0.0284
Maximum force in eV/A: 1.1
Charge: 0
Frontier orbital gap (spin up / spin down) in eV: 7.201 / 8.495
Relative energy (zero: lowest compared OMol25 entry of this formula, charge and spin) in kJ/mol: 0.00

---

> Which of these has the highest maximum force?

C2H3GaO2